Entry 1:
DFT (ωB97M-V/def2-TZVPD) results for a 8-piece molecular cluster, C3H25N2O7 overall.

Cartesian coordinates (Å):
C (-3.00882, 0.17238, -0.41847)
C (-2.44756, -1.28367, -0.08801)
C (-1.24527, -1.48445, -1.00989)
N (-0.11811, -0.58646, -0.85650)
N (-1.97895, 1.05586, 0.14831)
H (-4.12701, 0.37489, -0.04056)
H (-3.31734, 0.45059, -1.48455)
H (-2.15832, -1.34317, 1.01120)
H (-3.29997, -1.92536, -0.29168)
H (-0.83138, -2.45265, -1.05466)
H (-1.50418, -1.22278, -2.19570)
H (0.59202, -0.63525, -1.61306)
H (0.38810, -0.79372, -0.06267)
H (-0.36741, 0.36397, -0.81018)
H (-1.80660, 0.83685, 1.12577)
H (-2.31914, 1.97570, -0.08498)
H (1.84184, -3.85025, -0.98294)
H (2.63923, -2.93724, -2.01472)
O (1.75049, -3.05471, -1.51070)
H (0.21590, -1.62698, 2.01153)
H (1.18185, -0.67423, 2.86911)
O (0.61217, -0.67062, 2.05540)
H (3.47582, 2.88167, -0.18354)
H (2.25272, 2.09453, 0.13835)
O (2.51397, 2.96388, -0.06967)
H (1.16816, 1.07171, -3.22465)
H (1.67959, 2.22946, -2.06067)
O (1.29555, 1.31798, -2.18543)
H (-0.04399, -4.34909, 1.24447)
H (-0.39704, -3.89989, 2.72046)
O (-0.03784, -3.58149, 1.71937)
H (1.95170, 2.41206, 3.50736)
H (0.63663, 1.72958, 3.53957)
O (1.61000, 1.48404, 3.65208)
H (0.02020, 4.20104, -1.72788)
H (-0.56163, 2.86056, -1.01210)
O (-0.54689, 3.35551, -1.81953)

Summary:
DFT total energy (hartree): -765.1835
Total charge: +1
Gap between HOMO and LUMO (eV): 10.148
Molecular weight (g mol⁻¹): 201.24

Entry 2:
DFT (ωB97M-V/def2-TZVPD) results for a 9-piece molecular cluster, C3H26N2O8S overall.

Cartesian coordinates (Å):
N (2.40349, -1.63330, -1.72930)
C (1.76524, -0.33938, -1.94494)
N (0.43221, -0.33071, -1.25110)
C (-0.60284, -0.00716, -2.29931)
C (-1.13569, -1.29433, -3.02092)
S (-2.47952, -2.17552, -2.04353)
H (3.06100, -1.49672, -0.93906)
H (2.08673, -2.58662, -1.97642)
H (1.66608, -0.26580, -3.04257)
H (2.43637, 0.52416, -1.63969)
H (0.13718, -1.19134, -0.65182)
H (-0.47111, 0.73943, -3.12114)
H (-1.31389, 0.57292, -1.63843)
H (-0.34387, -1.96555, -3.14260)
H (-1.67438, -1.07537, -3.96698)
H (-1.70102, -2.86395, -1.08263)
O (-0.37020, -3.13564, 1.78843)
H (-0.93605, -2.38254, 2.05280)
H (-1.01780, -3.70054, 2.16835)
O (2.39706, -1.08142, 2.68878)
H (1.54912, -1.42651, 2.71059)
H (3.06471, -1.81779, 2.81953)
O (-0.55207, 3.45696, -2.48745)
H (0.19495, 2.93571, -2.27452)
H (-1.13577, 3.56830, -1.69510)
O (-1.57070, -0.63207, 3.36401)
H (-2.36939, -0.13956, 3.22211)
H (-1.30998, 0.03881, 4.03567)
O (-0.27232, 3.61888, 0.74991)
H (0.24739, 2.91802, 1.14331)
H (0.17589, 3.70592, -0.17897)
O (-2.32007, 1.72926, 2.58675)
H (-1.44603, 2.18684, 2.56614)
H (-2.39530, 1.45783, 1.59697)
O (1.41598, 1.37936, 0.46837)
H (2.27957, 1.00709, 0.88011)
H (0.94751, 0.52320, 0.37261)
O (2.87135, 1.68347, 2.49592)
H (2.93508, 0.78681, 2.88734)
H (2.20293, 2.19833, 2.80684)

Summary:
DFT total energy (hartree): -1239.3886
Total charge: 0
Gap between HOMO and LUMO (eV): 8.621
Molecular weight (g mol⁻¹): 250.31
Structure (SMILES): NCNCCS.O.O.O.O.O.O.O.O

Entry 3:
DFT (ωB97M-V/def2-TZVPD) results for a 10-piece molecular cluster, C3H26NO12 overall.

Cartesian coordinates (Å):
O (-0.51718, 1.81900, 0.95330)
C (-0.23792, 0.63130, 1.04272)
O (0.97947, 0.15756, 0.69640)
C (-1.18935, -0.35719, 1.75532)
C (-1.28032, -1.57246, 0.71201)
O (-2.12643, -2.50808, 1.17714)
N (-2.45041, 0.38392, 2.12704)
H (1.27003, 0.21724, -0.29907)
H (-0.71797, -0.70806, 2.77704)
H (-0.26475, -1.95276, 0.74105)
H (-1.73811, -1.27284, -0.24270)
H (-1.63554, -3.40812, 1.35786)
H (-2.54297, 1.55881, 2.03743)
H (-3.23523, 0.06585, 1.55317)
H (-2.74037, 0.14704, 3.11311)
H (2.61351, 0.93391, -0.90790)
H (2.97454, -0.36004, -1.65245)
O (2.12159, 0.25591, -1.52231)
H (0.62568, -3.43682, -1.68393)
H (1.68534, -3.99851, -0.64714)
O (0.89522, -3.38078, -0.72077)
H (-2.39064, 3.87454, 1.46356)
H (-2.42973, 2.62524, 0.77909)
O (-3.02792, 3.21145, 1.18361)
H (3.69631, -2.83396, 1.01876)
H (3.55252, -1.74392, 0.02176)
O (4.16379, -2.44599, 0.32834)
H (3.69491, 1.58458, 0.23678)
H (3.73555, 0.18165, 1.05445)
O (3.89414, 0.64730, 0.22335)
H (1.56901, 4.19150, 0.69566)
H (0.65382, 2.96326, 0.89200)
O (1.29925, 3.51690, 1.34616)
H (-1.09827, 0.89775, -2.18417)
H (-2.37346, 1.03610, -1.41891)
O (-1.42151, 0.97229, -1.26437)
H (-2.43680, -2.66843, -2.99403)
H (-2.65049, -1.36640, -3.68889)
O (-2.36314, -1.79402, -2.92636)
H (0.55999, 0.03433, -4.07267)
H (0.50714, 0.39780, -2.48195)
O (0.16702, 0.56634, -3.40167)

Summary:
DFT total energy (hartree): -1087.2132
Total charge: +1
Gap between HOMO and LUMO (eV): 10.702
Molecular weight (g mol⁻¹): 268.24